13 unconnected molecules or ions with the total composition C39H109N19O18, computed with wB97M-V/def2-TZVPD.

Total charge ... 0
Gap between HOMO and LUMO ... 8.6962 eV
Electronic energy ... -3946.0584 Ha

Last column: Mulliken charge in e.
Geometry (Å):
C (1.285972, 0.039519, -5.182726)  0.39
O (0.322877, -0.502361, -4.656369)  -0.64
N (2.322777, 0.633337, -4.506316)  0.15
N (1.439164, 0.197554, -6.540144)  -0.42
H (2.459471, 0.283127, -3.557430)  -0.25
H (2.986450, 1.192906, -4.997606)  0.20
H (2.180108, 0.781338, -6.876109)  0.10
H (0.784347, -0.057912, -7.256758)  0.24
C (-3.331268, -2.973923, -0.969408)  0.27
O (-2.226969, -2.500369, -0.653806)  -0.74
N (-3.543573, -4.314143, -1.011679)  -0.38
N (-4.348796, -2.167710, -1.323709)  -0.17
H (-4.490760, -4.642801, -1.006074)  0.18
H (-2.777338, -4.908739, -0.730609)  0.04
H (-5.277323, -2.546781, -1.349029)  0.26
H (-4.137915, -1.152132, -1.306171)  0.31
C (-0.993087, 0.558960, 5.522077)  0.60
O (-1.241200, -0.374827, 6.316232)  -0.81
N (-1.926618, 1.393164, 4.989133)  -0.25
N (0.246921, 0.866699, 5.093869)  -0.04
H (-1.626802, 2.043731, 4.281679)  0.08
H (-2.898048, 1.276980, 5.206071)  0.24
H (0.388147, 1.540187, 4.337404)  0.40
H (1.052681, 0.333745, 5.463226)  0.24
C (0.889894, -0.967405, -1.349345)  0.18
O (1.875880, -0.423198, -1.885437)  -0.65
N (0.660660, -0.895240, -0.008993)  0.13
N (0.077328, -1.777478, -2.027322)  0.59
H (1.120660, -0.282823, 0.644117)  0.11
H (-0.208660, -1.265768, 0.348658)  -0.18
H (0.216638, -1.682201, -3.027815)  0.21
H (-0.867113, -1.967505, -1.699596)  0.11
C (-4.767629, -1.419045, 2.897574)  0.53
O (-5.828415, -1.347318, 2.264563)  -0.74
N (-4.537459, -0.875607, 4.108522)  -0.28
N (-3.673135, -2.026692, 2.377059)  0.07
H (-5.236738, -0.271931, 4.506910)  0.21
H (-3.730165, -1.040181, 4.687987)  0.10
H (-3.780879, -2.380706, 1.442179)  0.01
H (-2.821980, -2.210397, 2.895738)  0.37
C (-0.099735, 3.153658, 2.069386)  0.22
O (0.318874, 2.862382, 3.207386)  -0.96
N (-0.066868, 2.313769, 1.018405)  0.57
N (-0.787790, 4.303077, 1.821986)  -0.20
H (-0.469459, 2.615438, 0.145778)  -0.16
H (0.502533, 1.481084, 1.073977)  -0.29
H (-1.301890, 4.472068, 0.953756)  0.27
H (-0.697269, 4.937746, 2.599269)  0.27
C (-0.253832, -5.968312, -0.681551)  0.49
O (-1.198090, -5.965257, 0.109570)  -0.76
N (0.020403, -4.917689, -1.494242)  0.09
N (0.505502, -7.062439, -0.988102)  -0.34
H (-0.566957, -4.102846, -1.443706)  0.00
H (0.831771, -4.997411, -2.087047)  0.13
H (0.415427, -7.890233, -0.424561)  0.24
H (1.294278, -7.042601, -1.610834)  0.14
C (-1.106292, -4.433118, 5.417133)  -1.10
C (-1.029523, -3.605486, 4.126551)  -0.11
O (-1.677749, -2.361642, 4.327021)  -0.66
H (-2.110804, -4.546858, 5.815998)  0.36
H (-0.346999, -4.159011, 6.152952)  0.08
H (-0.737628, -5.447587, 5.214291)  0.41
H (-1.439531, -4.138526, 3.267502)  0.44
H (0.019603, -3.508106, 3.819983)  0.12
H (-1.243065, -1.912254, 5.078962)  0.09
C (5.457730, 1.817068, 7.767160)  -0.66
O (4.052232, 1.912886, 7.788441)  -0.38
C (3.517058, 2.118870, 6.484746)  -0.46
C (3.586741, 0.894078, 5.569163)  -0.64
N (2.686342, -0.118832, 6.124888)  -0.39
C (2.679249, -1.370235, 5.353620)  -0.92
C (1.888678, -2.432528, 6.095717)  -0.18
O (2.590582, -2.744737, 7.271072)  -0.43
C (2.238330, -4.007635, 7.852489)  -0.74
H (5.881812, 1.595092, 8.744238)  0.26
H (5.830037, 2.810268, 7.482299)  0.30
H (5.824243, 1.084843, 7.043264)  0.25
H (3.999839, 2.983171, 6.017543)  0.43
H (2.461854, 2.382598, 6.557206)  0.23
H (4.601563, 0.496954, 5.465908)  0.40
H (3.206026, 1.234651, 4.603327)  0.19
H (2.983630, -0.305323, 7.078091)  0.28
H (3.643708, -1.803333, 5.068649)  0.50
H (2.087041, -1.096237, 4.475537)  0.27
H (1.816003, -3.283167, 5.403637)  0.45
H (0.878664, -2.084451, 6.342919)  0.22
H (1.202111, -3.958962, 8.180741)  0.26
H (3.005307, -4.204510, 8.597559)  0.28
H (2.429475, -4.764862, 7.084877)  0.30
C (4.900348, 6.711906, -0.560619)  -0.64
O (4.841981, 7.003216, -1.944275)  -0.33
C (3.648208, 6.601695, -2.548624)  -0.87
C (3.154746, 5.134980, -2.278267)  -0.04
N (4.022265, 4.139914, -2.844297)  -0.26
C (3.764297, 2.772220, -2.430315)  0.20
C (4.780428, 1.766003, -2.964603)  0.28
O (6.073044, 2.164339, -2.570834)  -0.39
C (7.153248, 1.423634, -3.112210)  -0.74
H (5.119757, 5.646903, -0.420414)  0.20
H (4.017426, 6.933000, 0.043495)  0.30
H (5.779317, 7.234244, -0.183288)  0.28
H (3.900110, 6.646714, -3.611869)  0.40
H (2.750135, 7.215442, -2.411710)  0.39
H (2.165619, 5.057456, -2.737670)  0.05
H (2.987156, 5.051309, -1.196672)  0.29
H (5.024329, 4.246891, -2.906718)  0.30
H (2.804020, 2.444717, -2.842100)  -0.17
H (3.647036, 2.664821, -1.345532)  0.32
H (4.803240, 1.677061, -4.058800)  0.37
H (4.506216, 0.771968, -2.592004)  -0.50
H (7.441015, 1.700400, -4.125499)  0.28
H (6.874726, 0.365481, -3.029720)  0.27
H (7.976832, 1.497382, -2.404204)  0.29
C (4.054824, -1.100792, -1.543307)  -0.47
O (4.473913, -2.412823, -1.255021)  -0.56
C (3.518685, -3.427936, -1.409669)  -0.43
C (3.075768, -3.578352, -2.862487)  -0.27
N (2.558528, -4.920915, -3.182412)  -0.10
C (2.393276, -5.119787, -4.620587)  -0.66
C (1.725024, -6.447070, -4.868098)  -0.66
O (2.491619, -7.479130, -4.319042)  -0.36
C (1.910456, -8.755398, -4.491566)  -0.84
H (3.042152, -0.974306, -1.133853)  0.21
H (3.961135, -0.907288, -2.616411)  -0.07
H (4.665267, -0.359977, -1.031543)  0.35
H (2.684033, -3.317391, -0.706884)  0.14
H (3.974831, -4.363763, -1.075176)  0.55
H (3.899478, -3.271930, -3.522152)  0.53
H (2.371663, -2.782550, -3.131385)  -0.27
H (3.304244, -5.557783, -2.908903)  0.23
H (3.308405, -5.046612, -5.216810)  0.43
H (1.688598, -4.341316, -4.925386)  0.28
H (1.548738, -6.599774, -5.944163)  0.46
H (0.691571, -6.437551, -4.490627)  0.30
H (2.407484, -9.457479, -3.817546)  0.27
H (2.132233, -9.128952, -5.493194)  0.33
H (0.865087, -8.812786, -4.181052)  0.35
C (-4.700218, 3.603880, 2.163463)  -0.70
O (-4.453271, 4.161822, 0.877083)  -0.07
C (-3.742984, 5.382972, 0.988040)  -0.74
C (-2.971196, 5.636119, -0.317589)  -0.89
N (-2.231034, 4.427808, -0.736647)  0.14
C (-1.794457, 4.669672, -2.108454)  -1.21
C (-1.143733, 3.430448, -2.702793)  -0.40
O (-1.864266, 2.263452, -2.387029)  0.47
C (-1.235509, 1.054710, -2.788926)  0.22
H (-3.795861, 3.307688, 2.701747)  0.11
H (-5.382374, 2.759082, 2.076889)  0.23
H (-5.223291, 4.347769, 2.774661)  0.41
H (-3.041987, 5.359836, 1.827023)  0.55
H (-4.464695, 6.170705, 1.226082)  0.45
H (-2.311163, 6.495166, -0.190666)  0.30
H (-3.720653, 5.910183, -1.068026)  0.54
H (-2.895836, 3.663116, -0.765503)  -0.42
H (-0.997388, 5.416607, -2.150678)  0.59
H (-2.641916, 5.040442, -2.696668)  0.38
H (-0.221535, 3.365101, -2.101129)  0.13
H (-0.805934, 3.605169, -3.728229)  0.47
H (-1.496734, 0.220398, -2.136816)  -0.33
H (-0.145827, 1.099642, -2.818355)  -0.23
H (-1.669019, 0.836705, -3.769228)  0.11
C (-7.923739, 0.493603, -3.935805)  -0.52
O (-7.311369, 1.731454, -4.259920)  -0.36
C (-6.048992, 1.648699, -4.876348)  -1.06
C (-4.903053, 1.322549, -3.935838)  0.15
N (-4.743180, 2.328652, -2.887555)  0.08
C (-5.551601, 2.144878, -1.682391)  -0.96
C (-5.291209, 0.915247, -0.833015)  -0.41
O (-3.955440, 0.445878, -0.896140)  0.33
C (-3.017726, 0.977713, -0.002727)  -0.11
H (-7.330955, 0.025021, -3.144428)  0.13
H (-8.052560, -0.131588, -4.820483)  0.36
H (-8.885163, 0.743065, -3.491150)  0.21
H (-5.779970, 2.537278, -5.454713)  0.41
H (-6.128163, 0.947787, -5.721732)  0.42
H (-3.977734, 1.314338, -4.510741)  0.31
H (-5.108517, 0.368379, -3.431287)  -0.02
H (-3.780606, 2.318483, -2.539649)  -0.15
H (-6.613073, 2.188810, -1.926579)  0.56
H (-5.259075, 3.011924, -1.080659)  0.13
H (-5.920151, 0.088203, -1.174375)  0.42
H (-5.545848, 1.211357, 0.189112)  0.06
H (-3.288131, 0.982759, 1.052681)  0.68
H (-2.817667, 2.014376, -0.277406)  0.01
H (-2.058976, 0.471042, -0.106586)  -0.69

Force components x, y, z for each atom (eV/Å):
0.1631 0.7822 -0.5748
0.5438 -0.4203 -0.3618
-0.9830 -0.9163 0.5488
0.0478 0.0603 -0.5238
-0.0830 0.4511 -0.1826
0.3454 -0.0662 0.1008
0.1852 -0.0243 0.0180
-0.4477 -0.1903 0.5479
0.0561 -0.1064 -0.1387
0.3795 -0.0436 -0.1660
-0.0480 0.4848 -0.0389
0.1862 0.0568 -0.0848
0.0750 -0.3118 -0.0594
0.0157 -0.2849 0.4428
-0.1152 0.2567 -0.1181
-0.3898 -0.6797 0.3226
0.5484 -0.3782 0.2339
-0.1374 0.6745 -0.7655
-0.5262 0.0095 0.0941
0.6925 -0.6373 -0.0959
-0.1763 0.0764 0.1035
0.0367 -0.0710 -0.0701
-0.0886 -0.2612 0.4776
-0.6196 0.5813 0.1639
0.7949 0.5836 0.0024
-3.8807 1.2955 -0.3629
-0.7667 0.0599 0.8092
-0.2667 -0.3197 -0.9559
0.4675 -0.1164 -0.6604
0.0001 -0.2578 -0.1268
-0.2340 0.0819 -0.0076
0.0560 -0.1090 0.2484
0.1048 -0.4545 -1.2793
0.4752 0.3931 0.6724
-0.6294 1.0613 1.4644
0.1096 -0.4567 -0.6751
-0.1897 -0.3224 -0.1341
0.2178 -0.2856 -0.4218
0.0659 -0.0716 0.1548
-0.2809 0.3180 0.0201
-0.9896 -0.1253 0.7365
0.1529 0.6371 -1.2603
0.4803 -0.5805 -0.2265
0.7470 -0.0601 0.9231
0.1465 -0.1809 -0.1587
-0.3879 0.4056 -0.0966
0.4313 -0.0559 0.1087
-0.4514 0.2685 -0.3012
-0.8728 0.4810 -1.1057
0.4057 -0.3352 0.0981
-0.0666 -0.2979 0.4825
0.1909 -0.9441 0.6662
0.2466 0.1047 0.1243
0.1520 0.5585 -0.3876
-0.1222 0.1813 0.1016
-0.0352 0.3421 -0.0630
1.0009 -1.2174 -0.7442
0.3129 -0.6307 0.8134
0.5505 0.0353 -0.1724
0.0309 0.3696 0.1120
-0.5484 0.7613 0.2203
-0.3359 -0.1189 -0.3519
-0.6843 0.1720 0.1671
0.1118 0.4122 0.2598
-0.3632 0.2064 -0.0838
0.2371 0.8598 -0.4121
-0.4507 -0.5842 -0.0469
0.2155 0.0682 -0.2429
-0.4656 0.2094 0.7757
1.0718 -0.6368 -0.0749
-1.1357 0.5311 0.4191
0.1226 0.1701 -0.3211
0.3197 -0.3775 0.3626
0.9424 0.8322 -1.2082
-0.4695 -0.1673 0.1334
0.3481 -0.1242 -0.1148
-0.0006 -0.0562 0.0826
0.2764 -0.0171 -0.0744
-0.0046 -0.0888 0.4567
0.0573 0.1599 -0.2575
0.1080 -0.2048 -0.1899
-0.1265 -0.0344 0.0402
0.1934 0.3429 0.0291
0.3085 -0.4674 -0.4823
-0.0365 -0.2440 0.2667
-0.0361 0.0838 -0.0869
0.0421 -0.4414 0.3454
-0.4977 0.1410 0.5424
-0.5840 -0.2559 0.0021
1.0555 -0.5942 0.0989
-0.6668 0.1762 0.9005
-0.5570 -1.7170 -1.5036
0.9595 1.3274 -0.0312
0.1302 -1.2304 -0.3994
-0.4788 -0.2048 -0.6180
0.1422 0.2132 -0.1256
0.3997 0.6284 0.3693
-0.7213 -0.9907 1.1483
-0.1300 -0.0649 0.0259
-0.1535 0.3989 -0.3267
-0.2203 0.2028 0.1274
-0.2982 0.0525 -0.0767
0.3893 0.5568 0.5759
-0.0654 -0.0129 -0.1032
0.0818 -0.3449 0.1728
-0.0678 0.9006 0.4725
-0.1386 0.0944 0.0713
0.3351 -0.0180 0.2153
-0.3794 0.3307 -0.1394
0.3599 0.5381 -0.0388
-0.1098 0.1095 -0.0642
0.1238 -0.1127 -0.5913
0.2004 0.4807 -0.2467
-0.2866 -1.1080 1.3971
1.4143 -0.5372 0.1208
-0.1177 -0.2423 -0.0405
-0.1128 0.7209 -0.5399
1.0329 0.2788 0.1736
-0.9386 0.1503 0.2642
-0.8792 0.1162 -0.8254
-0.0702 -0.2326 0.4890
0.7654 -0.5345 0.4841
1.9995 -0.2813 0.2212
0.3334 -0.2543 0.0692
0.6828 -0.2904 -0.1498
-0.3155 0.3949 -0.2310
0.3790 0.0398 -0.1513
0.5359 -0.5110 0.1721
-0.6030 -0.4190 0.2745
-0.2036 -0.1462 0.2166
0.1666 0.1574 0.1914
0.1396 0.0064 -0.4087
0.4657 -0.0039 -0.1262
0.1800 -0.0449 0.5780
0.2673 0.2257 0.0561
-0.5897 0.0643 -0.2111
-0.2166 0.3376 -0.4993
-0.6792 0.4393 0.0777
0.4794 -0.3960 0.4179
0.2782 0.0494 -0.0457
-1.1772 -0.4131 0.5804
-0.0081 1.1547 -0.1160
-0.0535 -0.5116 -0.7119
1.1464 0.2548 1.7087
-0.0007 0.4409 -0.0167
-0.5792 -0.2089 -0.7509
0.1844 -0.0292 -0.2620
0.2021 -0.0896 -0.2574
0.0396 0.0208 0.1209
-0.0453 -0.2461 0.0696
0.1192 0.2683 -0.2833
0.1830 -0.1054 -0.0010
0.0907 0.0243 -0.2116
-0.1034 0.1118 0.0912
-0.1979 0.2463 0.2140
0.0432 -0.0998 -0.2009
0.3509 -0.1268 -0.3320
-0.5606 -0.4201 -0.2904
-0.2953 0.4010 0.1575
-0.0412 0.3408 -0.1252
0.6163 -0.3344 -0.0939
0.5418 0.7945 0.4223
-0.2786 0.7593 -0.1529
0.2826 -0.5463 -1.0373
-0.4768 0.1104 0.8573
0.1701 0.0938 0.2458
0.5673 1.0487 -0.3616
-0.0932 0.0331 0.0449
0.0741 -0.2921 -0.0886
0.4797 1.1328 0.1333
-0.0685 -0.5492 -0.2093
0.0793 -0.1973 0.0641
-0.1055 -0.0486 -0.1881
-0.5565 0.6643 0.7300
0.2232 -0.6480 0.3468
0.0120 -0.4041 -0.0410
0.3790 -0.3926 -0.5266
-0.3022 -0.0936 -0.6807
-0.0123 0.1727 0.1318
-0.5346 0.0146 0.0850
0.0543 -0.0957 0.3218
-0.1415 -0.5485 0.0885
-0.4740 -0.4389 0.0793
-0.0104 -0.1178 0.2026
-0.2636 -0.3581 -0.0714



6 unconnected molecules or ions with the total composition C8H29NO6, computed with wB97M-V/def2-TZVPD.

Total charge ... 0
Energy relative to the best compared isomer or geometry (same formula, charge and spin) ... 0.8053 eV
Gap between HOMO and LUMO ... 9.5046 eV
Structure (SMILES) ... COC[C@H](C)N.CCO.CCO.O.O.O
Electronic energy ... -828.3258 Ha

Last column: Mulliken charge in e.
Geometry (Å):
C (-5.373867, -1.511463, -0.853283)  -1.45
C (-4.029943, -1.181512, -0.235954)  0.28
O (-3.300097, -0.396898, -1.091077)  -0.59
H (-5.921321, -2.241758, -0.257409)  0.38
H (-5.169285, -2.090009, -1.754140)  0.34
H (-6.001046, -0.645735, -1.066011)  0.34
H (-3.593690, -2.146481, 0.022174)  0.04
H (-4.192547, -0.640622, 0.696291)  0.22
H (-2.455308, -0.060946, -0.782755)  0.32
C (3.298125, 1.590119, 0.768257)  -0.77
C (4.410500, 1.185143, 1.704707)  -0.45
O (5.469482, 0.535923, 0.985147)  -0.52
H (2.392227, 1.898027, 1.290394)  0.21
H (2.983155, 0.719695, 0.192706)  0.33
H (3.537045, 2.490934, 0.202978)  0.38
H (3.956494, 0.475821, 2.396698)  0.25
H (4.890236, 1.945294, 2.321248)  0.30
H (5.765758, 1.147801, 0.307335)  0.30
C (-0.745845, -2.514070, -0.049463)  -1.55
C (0.089784, -1.679041, 0.852964)  1.00
C (-0.660708, -0.452171, 1.335458)  -1.04
O (-1.016558, 0.352957, 0.245726)  0.21
C (-1.574346, 1.625201, 0.526622)  -0.94
N (0.597254, -2.459993, 2.004574)  -0.77
H (-1.077912, -1.964715, -0.930394)  0.31
H (-1.668648, -2.790577, 0.460517)  0.32
H (-0.284841, -3.456202, -0.346048)  0.44
H (0.921159, -1.326787, 0.242364)  0.05
H (0.011947, 0.136749, 1.959011)  0.37
H (-1.514080, -0.664210, 1.979574)  0.48
H (-0.838742, 2.428468, 0.568377)  0.25
H (-2.085411, 1.708519, 1.485770)  0.39
H (-2.301255, 1.841589, -0.256252)  0.33
H (1.342285, -2.046481, 2.546825)  0.21
H (1.032050, -3.348781, 1.801783)  0.28
O (3.153807, 0.156718, -3.392104)  -0.64
H (3.546509, 0.962984, -3.057504)  0.27
H (2.375079, 0.026509, -2.850934)  0.41
O (1.026567, 0.537499, -1.355312)  -0.65
H (0.462414, 0.421018, -0.590862)  0.03
H (0.875850, 1.442223, -1.629181)  0.33
O (0.724107, 2.982685, -2.071196)  -0.56
H (1.003384, 3.836280, -1.740115)  0.26
H (-0.059768, 3.170294, -2.587507)  0.28

Force components x, y, z for each atom (eV/Å):
0.1412 -0.6103 -0.3795
-1.0926 -0.2236 1.2676
0.0867 0.5839 -2.0642
-0.0725 0.2938 0.4537
-0.0934 0.3770 -0.4328
0.1250 -0.0460 -0.0423
0.5192 -0.0141 -0.0611
-0.0562 -0.0011 0.4492
0.1193 -0.6496 0.6016
-0.4001 0.6105 0.4784
0.2424 -0.4837 -0.0563
-0.3565 -0.2287 0.3220
-0.0481 -0.0558 0.5028
0.3187 0.3295 -0.4599
0.2448 -0.3317 -0.6326
0.4728 -0.3737 0.0412
-0.4722 0.5217 -0.0579
0.0482 0.0258 -0.0922
-1.2842 -0.7493 -0.1282
1.3316 -0.3147 0.1596
0.6180 0.2926 1.3821
-0.7185 0.3103 -0.3307
-0.2035 0.5444 0.2802
-0.3292 0.0059 0.5312
0.3276 -0.0126 -0.0991
-0.0397 -0.1484 0.2016
0.2845 0.1851 -0.1025
0.2383 0.2371 -0.0003
0.3091 0.0677 0.2928
-0.3081 -0.4007 -0.1800
0.4409 -0.1544 -0.3055
-0.1753 -0.5976 0.1264
0.0797 0.0896 0.0215
-0.1762 0.9392 -0.0822
-0.5536 -0.2321 -0.8480
0.3390 -0.1074 -0.4675
0.0454 0.1297 0.1026
-0.4196 -0.0372 0.4497
0.8673 -0.8660 -0.4008
-0.3441 -0.0821 -0.0480
0.1088 0.3366 -0.0753
-0.1242 0.7011 -0.2077
0.2198 0.1801 0.1662
-0.2605 -0.0410 -0.2759



Look up the gap between HOMO and LUMO of the second one. 9.5046 eV